ORCA calculation (the ωB97M-V functional and the def2-TZVPD basis) on 3 unconnected molecules or ions with the total composition C3H12N2O.

Cartesian coordinates (Å):
1 C -0.744 -1.958 3.569
2 C -1.625 -2.733 4.199
3 H -0.596 -2.000 2.496
4 H 0.006 -1.430 4.147
5 H -2.615 -2.940 3.804
6 H -1.458 -3.072 5.214
7 N 0.272 1.787 -0.740
8 C 0.167 2.787 -1.742
9 O 1.392 3.538 -1.872
10 H -0.288 0.951 -0.792
11 H 0.431 2.029 0.224
12 H -0.021 2.343 -2.722
13 H -0.668 3.492 -1.600
14 H 1.847 3.304 -1.051
15 N 0.631 -1.421 -3.334
16 H 0.777 -2.151 -2.639
17 H 1.314 -0.710 -3.055
18 H 1.177 -1.816 -4.104

Its structure (SMILES) is C=C.NCO.N. Its charge is 0. The lowest unoccupied orbital energy comes out at 0.67 eV. Its frontier orbital gap is 10.1 eV.

---

ORCA calculation (the ωB97M-V functional and the def2-TZVPD basis) on a molecular structure, C8H26F4N4O12PbS4.

Cartesian coordinates (Å):
1 Pb 0.158 -0.224 -0.068
2 N 0.297 -0.431 -2.493
3 S -0.410 0.328 -3.648
4 O -1.495 -0.398 -4.357
5 O 0.425 1.230 -4.394
6 F -1.183 1.227 -2.606
7 S 0.757 -1.847 -3.343
8 O 1.308 -1.670 -4.681
9 O -0.051 -2.988 -3.022
10 F 2.095 -2.196 -2.537
11 N -0.090 -0.100 2.359
12 S -1.424 -0.504 3.351
13 O -2.167 0.531 4.056
14 O -1.451 -1.846 3.914
15 F -2.419 -0.692 2.140
16 S 0.818 -0.156 3.556
17 O 1.513 -1.433 3.782
18 O 0.715 0.758 4.651
19 F 2.043 0.510 2.766
20 O -2.420 -0.283 -0.736
21 H -3.142 0.345 -0.755
22 H -2.838 -1.123 -0.546
23 O 1.902 1.256 -1.105
24 H 1.632 0.919 -1.959
25 H 2.282 2.114 -1.295
26 C 0.051 -5.025 0.863
27 C 0.343 -3.516 0.915
28 C 1.824 -3.122 0.708
29 O 2.011 -1.683 0.742
30 C 3.340 -1.219 0.561
31 N -0.512 -2.828 -0.057
32 H 0.866 -5.489 0.308
33 H -0.963 -5.332 0.611
34 H 0.212 -5.452 1.853
35 H 0.114 -3.042 1.869
36 H 2.233 -3.370 -0.271
37 H 2.442 -3.599 1.469
38 H 3.333 -0.140 0.721
39 H 3.834 -1.506 -0.367
40 H 3.884 -1.573 1.437
41 H -0.397 -3.228 -0.978
42 H -1.405 -3.221 0.206
43 C 0.189 3.257 1.677
44 C -1.047 3.278 0.754
45 C -0.957 3.958 -0.585
46 O -2.210 3.958 -1.252
47 C -2.105 4.399 -2.604
48 N -1.234 1.866 0.527
49 H 0.093 2.910 2.706
50 H 0.581 4.272 1.754
51 H 1.018 2.775 1.161
52 H -1.861 3.744 1.310
53 H -0.143 3.555 -1.187
54 H -0.655 4.977 -0.344
55 H -1.824 5.435 -2.790
56 H -3.038 4.482 -3.161
57 H -1.351 3.783 -3.094
58 H -2.130 1.901 0.063
59 H -1.386 1.471 1.444

Its charge is -1. Its multiplicity is 2. The lowest unoccupied orbital energy (alpha / beta) comes out at 2.23 / 2.22 eV. The expectation value of S² is 0.75. Its frontier orbital gap (alpha / beta) is 3.8 / 8.2 eV.

---

ORCA calculation (the ωB97M-V functional and the def2-TZVPD basis) on a molecular structure, C23H35Br3Cl4O10.

Cartesian coordinates (Å):
1 O 5.528 -1.564 0.826
2 C 4.725 -1.359 1.693
3 O 5.051 -1.249 2.992
4 C 3.883 -0.959 3.770
5 C 2.856 -0.384 2.781
6 C 3.225 -1.186 1.536
7 H 4.124 -0.259 4.566
8 H 3.534 -1.911 4.179
9 H 3.063 0.681 2.683
10 H 1.841 -0.545 3.139
11 H 3.071 -0.696 0.574
12 H 2.734 -2.155 1.433
13 O -4.275 4.961 4.440
14 C -3.422 5.337 3.683
15 O -3.636 6.184 2.679
16 C -2.431 6.520 2.002
17 C -1.270 5.791 2.736
18 C -1.999 4.804 3.618
19 H -2.273 7.599 1.960
20 H -2.452 6.225 0.951
21 H -0.766 6.555 3.329
22 H -0.583 5.396 1.992
23 H -1.539 4.665 4.594
24 H -2.063 3.806 3.175
25 O -0.178 -4.146 0.749
26 C 0.954 -4.492 0.563
27 O 1.879 -4.442 1.544
28 C 3.156 -4.894 1.073
29 C 3.111 -4.773 -0.445
30 C 1.622 -4.899 -0.741
31 H 3.283 -5.922 1.424
32 H 3.937 -4.284 1.529
33 H 3.630 -5.591 -0.943
34 H 3.438 -3.811 -0.840
35 H 1.308 -5.946 -0.855
36 H 1.299 -4.380 -1.634
37 O 2.081 -1.246 -1.788
38 C 1.799 -1.534 -2.908
39 O 1.049 -2.634 -3.148
40 C 1.002 -2.915 -4.548
41 C 1.165 -1.558 -5.168
42 C 2.158 -0.859 -4.232
43 H 0.093 -3.430 -4.839
44 H 1.886 -3.499 -4.838
45 H 0.219 -1.019 -5.085
46 H 1.530 -1.499 -6.193
47 H 1.987 0.213 -4.188
48 H 3.195 -1.056 -4.503
49 O -2.656 -0.718 2.319
50 C -1.914 -0.186 1.563
51 O -1.860 1.189 1.451
52 C -0.965 1.576 0.405
53 C -0.027 0.393 0.210
54 C -0.893 -0.785 0.632
55 H -0.391 2.447 0.723
56 H -1.543 1.845 -0.478
57 H 0.849 0.569 0.834
58 H 0.312 0.259 -0.817
59 H -0.287 -1.540 1.131
60 H -1.388 -1.278 -0.209
61 C -5.932 -0.420 1.511
62 Cl -7.494 -1.144 1.083
63 Cl -5.925 1.359 1.547
64 H -5.681 -0.807 2.488
65 H -5.191 -0.709 0.779
66 C -1.204 4.592 -3.009
67 Cl -1.964 5.252 -1.574
68 Cl -0.362 3.077 -2.581
69 H -2.000 4.347 -3.704
70 H -0.501 5.286 -3.451
71 C -3.191 -0.498 -3.312
72 Br -1.864 0.522 -4.309
73 Br -3.941 0.586 -1.889
74 Br -2.539 -2.199 -2.622
75 H -3.975 -0.656 -4.037

Its charge is 0. The lowest unoccupied orbital energy comes out at -0.52 eV. Its frontier orbital gap is 9.4 eV.

---

ORCA calculation (the ωB97M-V functional and the def2-TZVPD basis) on a molecular structure, C14H23BN6OZn.

Cartesian coordinates (Å):
1 H 1.506 1.922 0.736
2 N 1.379 0.866 -1.118
3 B 0.489 0.089 -3.477
4 N 0.683 1.095 -2.284
5 C 0.213 2.362 -2.265
6 Zn 2.928 -0.396 -0.924
7 H -0.251 2.783 -3.156
8 C 0.494 2.920 -1.021
9 H 0.256 3.916 -0.690
10 C 1.175 1.933 -0.297
11 H 0.740 0.700 -4.501
12 C -1.290 -1.148 1.655
13 H -0.716 -2.060 1.881
14 H -2.363 -1.360 1.741
15 H -1.084 -0.822 0.628
16 N -1.061 -0.252 -3.563
17 N 1.451 -1.147 -3.427
18 N -1.841 -0.587 -2.471
19 N 2.216 -1.567 -2.350
20 C -1.861 -0.138 -4.656
21 C 1.728 -1.950 -4.485
22 H -1.430 0.131 -5.602
23 H 1.360 -1.700 -5.471
24 C -3.184 -0.374 -4.278
25 C 2.618 -2.936 -4.065
26 C -3.110 -0.665 -2.893
27 C 2.842 -2.720 -2.709
28 H -4.053 -0.331 -4.897
29 H 3.050 -3.720 -4.663
30 H -3.941 -0.908 -2.238
31 H 3.400 -3.309 -1.994
32 H -1.104 -0.343 2.403
33 C 0.890 -0.070 4.177
34 C -0.359 0.750 4.491
35 C -0.959 0.142 5.769
36 C 0.045 2.194 4.822
37 O -1.234 0.758 3.437
38 H 1.600 -0.037 5.012
39 H 1.371 0.330 3.281
40 H 0.624 -1.114 3.975
41 H -0.257 0.167 6.613
42 H -1.861 0.682 6.066
43 H -1.255 -0.897 5.601
44 H 0.502 2.661 3.942
45 H -0.828 2.791 5.109
46 H 0.755 2.210 5.656

Its charge is 0. The lowest unoccupied orbital energy (alpha / beta) comes out at -0.77 / -1.46 eV. Its frontier orbital gap (alpha / beta) is 7.7 / 6.0 eV.

---

no.,E_tot (a.u.)
1,-306.1688
2,-3627.2830
3,-11212.6429
4,-2755.1350